Formula: C28H80N4O10
Source: the OMol25 dataset
Level of theory: ωB97M-V with the def2-TZVPD basis set

Calculated values
LUMO energy	0.369	eV
HOMO level	-8.669	eV
SMILES string	COC[C@H](C)N.COC[C@H](C)N.COC[C@H](C)N.COC[C@H](C)N.CCO.CCO.CCO.CCO.CCO.CCO
orbital gap	9.0	eV

Element x y z (Å)
C: 0.158 2.909 7.469
O: 0.679 1.654 7.088
C: -0.351 0.750 6.747
C: 0.208 -0.623 6.284
C: 0.957 -0.664 4.919
N: -1.015 -1.442 6.148
H: 0.959 3.620 7.673
H: -0.514 2.874 8.327
H: -0.359 3.382 6.634
H: -0.992 0.586 7.613
H: -0.948 1.222 5.966
H: 0.833 -1.093 7.043
H: 0.318 -0.409 4.073
H: 1.477 -1.606 4.741
H: 1.727 0.106 4.886
H: -1.654 -1.024 5.486
H: -0.799 -2.307 5.673
C: -2.717 -2.695 -4.680
O: -1.835 -3.258 -5.659
C: -1.213 -4.452 -5.236
C: -0.114 -4.907 -6.214
C: 0.701 -6.189 -5.956
N: 0.852 -3.844 -6.357
H: -3.684 -3.175 -4.527
H: -2.891 -1.639 -4.887
H: -2.182 -2.713 -3.731
H: -0.724 -4.216 -4.291
H: -1.989 -5.211 -5.143
H: -0.502 -5.143 -7.204
H: -0.071 -6.931 -5.750
H: 1.294 -6.040 -5.054
H: 1.335 -6.443 -6.806
H: 1.499 -3.907 -5.585
H: 0.418 -2.949 -6.183
C: -0.266 2.035 -3.638
O: 1.135 2.041 -3.911
C: 1.796 3.274 -3.530
C: 3.170 3.420 -4.279
C: 4.233 2.486 -3.671
N: 3.737 4.791 -4.070
H: -0.580 2.060 -2.594
H: -0.719 1.233 -4.221
H: -0.634 3.010 -3.957
H: 1.195 4.154 -3.762
H: 1.924 3.274 -2.448
H: 3.079 3.353 -5.363
H: 3.930 1.441 -3.729
H: 4.450 2.698 -2.624
H: 5.141 2.570 -4.268
H: 4.559 5.014 -4.613
H: 4.023 4.833 -3.102
C: -1.656 5.709 4.945
O: -1.220 4.875 3.863
C: -1.988 3.713 3.658
C: -1.357 2.894 2.503
C: -1.332 3.637 1.144
N: -2.127 1.730 2.201
H: -2.676 6.061 4.792
H: -0.905 6.495 5.016
H: -1.666 5.111 5.856
H: -2.085 3.043 4.512
H: -2.989 4.055 3.395
H: -0.390 2.577 2.894
H: -2.296 4.050 0.846
H: -0.996 2.998 0.326
H: -0.615 4.456 1.195
H: -1.640 1.154 1.530
H: -2.156 1.117 3.003
C: 3.393 -2.290 -2.399
C: 2.464 -3.471 -2.751
O: 2.819 -3.873 -4.031
H: 4.208 -2.599 -1.745
H: 2.920 -1.476 -1.850
H: 3.854 -1.940 -3.323
H: 1.451 -3.091 -2.884
H: 2.378 -4.253 -1.997
H: 3.750 -4.108 -4.021
C: 2.378 2.174 1.468
C: 3.635 1.853 0.648
O: 4.151 3.057 0.216
H: 1.686 2.855 0.972
H: 2.634 2.600 2.438
H: 1.857 1.253 1.728
H: 3.406 1.220 -0.209
H: 4.430 1.447 1.274
H: 4.977 2.865 -0.234
C: 1.811 -4.712 1.838
C: 1.802 -3.184 1.855
O: 0.474 -2.848 1.992
H: 1.339 -5.067 2.755
H: 2.835 -5.084 1.846
H: 1.281 -5.132 0.983
H: 2.195 -2.723 0.949
H: 2.402 -2.893 2.717
H: 0.265 -2.888 2.928
C: -3.789 -1.357 2.188
C: -3.190 -1.621 3.561
O: -2.608 -0.347 3.994
H: -2.943 -1.279 1.505
H: -4.418 -0.474 2.297
H: -4.433 -2.198 1.932
H: -2.449 -2.411 3.437
H: -3.867 -2.084 4.278
H: -3.264 0.151 4.488
C: -4.590 0.301 -2.481
C: -3.942 1.615 -2.642
O: -3.375 1.538 -3.909
H: -5.117 0.181 -1.535
H: -3.814 -0.465 -2.466
H: -5.281 0.225 -3.321
H: -3.181 1.897 -1.915
H: -4.726 2.371 -2.598
H: -4.008 1.683 -4.616
C: -0.949 -0.691 -1.267
C: 0.259 -0.256 -0.440
O: -0.107 -0.393 0.961
H: -0.765 -0.675 -2.341
H: -1.809 -0.105 -0.940
H: -1.213 -1.688 -0.916
H: 0.530 0.790 -0.584
H: 1.211 -0.756 -0.619
H: 0.102 -1.233 1.378

These are the Löwdin partial charges, in e, on atoms 1 to 5: atom 1 (C): -0.109, atom 2 (O): -0.176, atom 3 (C): -0.199, atom 4 (C): -0.359, atom 5 (C): -0.050

Formula: C5H8N
Source: the OMol25 dataset
Level of theory: ωB97M-V with the def2-TZVPD basis set

Calculated values
LUMO energy	-3.300	eV
HOMO level	-15.276	eV
SMILES string	C=C1[N@H+]2C[C@@]12C
orbital gap	12.0	eV
total charge	+1

Element x y z (Å)
C: 0.987 1.490 1.487
C: 0.153 0.671 0.960
N: -0.451 -0.663 0.990
C: -1.667 -0.324 0.288
C: -0.348 0.061 -0.269
C: 0.670 -0.383 -1.564
H: 1.209 1.479 2.617
H: 1.334 2.347 0.922
H: -0.028 -1.471 1.420
H: -2.306 0.565 0.809
H: -2.266 -1.041 -0.263
H: 1.565 -0.811 -1.320
H: 0.960 0.488 -2.031
H: 0.237 -0.861 -2.421

These are the Löwdin partial charges, in e, on atoms 1 to 5: atom 1 (C): 0.136, atom 2 (C): -0.190, atom 3 (N): 0.112, atom 4 (C): 0.032, atom 5 (C): -0.138

Formula: C24H48CeCl2P2Se
Source: the OMol25 dataset
Level of theory: ωB97M-V with the def2-TZVPD basis set

Calculated values
LUMO energy (spin up / spin down)	-0.776 / -0.762	eV
HOMO level (spin up / spin down)	-7.702 / -7.701	eV
orbital gap (spin up / spin down)	6.9 / 6.9	eV

Element x y z (Å)
Ce: 0.821 0.151 0.679
Cl: 1.203 -0.684 -1.862
P: 1.701 2.424 -0.677
C: 1.106 3.088 -2.265
C: 1.576 3.722 0.639
C: 3.431 1.841 -0.946
C: -0.395 2.820 -2.461
H: 1.657 2.499 -3.009
C: 1.463 4.564 -2.426
H: 0.873 5.206 -1.756
H: 1.233 4.858 -3.458
H: 2.529 4.761 -2.258
H: -0.609 1.747 -2.535
H: -0.715 3.311 -3.391
H: -1.009 3.222 -1.641
H: 3.319 1.167 -1.809
C: 4.005 1.007 0.219
C: 4.321 3.018 -1.351
H: 4.072 3.381 -2.357
H: 5.368 2.683 -1.378
H: 4.249 3.852 -0.633
H: 3.300 0.745 1.045
H: 4.844 1.538 0.690
H: 4.391 0.050 -0.160
C: 0.102 4.117 0.840
H: 2.141 4.564 0.208
C: 2.211 3.312 1.976
H: -0.338 4.575 -0.055
H: 0.048 4.858 1.651
H: -0.508 3.249 1.140
H: 1.658 2.486 2.471
H: 2.159 4.177 2.657
H: 3.268 3.036 1.869
Cl: -0.870 0.824 2.633
H: -0.682 0.678 -0.204
P: -1.558 -2.637 0.119
C: -0.728 -4.065 -0.731
C: -2.275 -3.192 1.753
C: -2.932 -2.122 -1.011
C: 0.801 -3.974 -0.604
H: -0.988 -3.915 -1.791
C: -1.254 -5.424 -0.254
H: -0.979 -5.609 0.796
H: -0.782 -6.195 -0.875
H: -2.342 -5.507 -0.371
H: 1.180 -3.082 -1.116
H: 1.250 -4.855 -1.082
H: 1.136 -3.938 0.443
H: -2.382 -1.951 -1.957
C: -3.591 -0.786 -0.618
C: -3.925 -3.271 -1.186
H: -3.462 -4.107 -1.728
H: -4.784 -2.916 -1.773
H: -4.298 -3.629 -0.210
H: -2.946 -0.173 0.025
H: -4.560 -0.936 -0.122
H: -3.789 -0.208 -1.533
C: -1.134 -3.472 2.737
H: -2.826 -4.123 1.541
C: -3.223 -2.137 2.339
H: -0.472 -4.278 2.393
H: -1.569 -3.796 3.696
H: -0.530 -2.560 2.907
H: -2.722 -1.157 2.426
H: -3.521 -2.459 3.348
H: -4.142 -2.034 1.747
Se: 2.388 -1.670 2.307
C: 2.511 -0.611 3.853
C: 3.595 0.288 4.032
C: 3.590 1.185 5.092
C: 2.538 1.169 6.024
C: 1.497 0.237 5.895
C: 1.491 -0.661 4.838
H: 4.420 0.272 3.313
H: 4.416 1.891 5.209
H: 2.542 1.870 6.861
H: 0.695 0.209 6.628
H: 0.690 -1.385 4.730

These are the Löwdin partial charges, in e, on atoms 1 to 5: atom 1 (Ce): -0.186, atom 2 (Cl): 0.076, atom 3 (P): 0.930, atom 4 (C): -0.525, atom 5 (C): -0.528

Formula: C24H25F9N2O10
Source: the OMol25 dataset
Level of theory: ωB97M-V with the def2-TZVPD basis set

Calculated values
LUMO energy	-0.479	eV
HOMO level	-10.013	eV
SMILES string	O=[N+]([O-])c1ccccc1.O=[N+]([O-])c1ccccc1.CCOC(=O)C(F)(F)F.CCOC(=O)C(F)(F)F.CCOC(=O)C(F)(F)F
orbital gap	9.5	eV

Element x y z (Å)
O: 0.404 -0.367 3.474
N: 0.698 0.702 3.016
O: 0.761 1.713 3.645
C: 1.047 0.787 1.548
C: 1.188 2.055 0.986
C: 1.460 2.057 -0.373
C: 1.498 0.876 -1.098
C: 1.382 -0.370 -0.483
C: 1.094 -0.431 0.851
H: 1.177 2.949 1.599
H: 1.573 2.967 -0.929
H: 1.459 0.903 -2.178
H: 1.405 -1.283 -1.069
H: 0.859 -1.341 1.382
O: -3.504 1.076 -1.309
N: -3.112 1.728 -2.233
O: -3.550 2.817 -2.525
C: -2.086 1.094 -3.122
C: -1.784 1.776 -4.286
C: -0.822 1.221 -5.087
C: -0.335 -0.053 -4.845
C: -0.587 -0.651 -3.611
C: -1.573 -0.142 -2.776
H: -2.274 2.661 -4.523
H: -0.560 1.715 -5.992
H: 0.340 -0.538 -5.533
H: -0.173 -1.597 -3.294
H: -1.761 -0.552 -1.841
C: 2.762 -6.555 -4.554
C: 1.999 -5.559 -3.641
O: 2.788 -5.264 -2.429
C: 2.623 -4.058 -1.962
O: 1.938 -3.188 -2.347
C: 3.577 -3.826 -0.679
F: 3.150 -4.637 0.282
F: 4.864 -4.062 -0.921
F: 3.352 -2.565 -0.218
H: 3.020 -7.533 -4.110
H: 3.636 -6.045 -4.982
H: 2.160 -6.786 -5.433
H: 1.050 -5.954 -3.363
H: 1.763 -4.641 -4.133
C: -2.459 0.241 1.597
C: -3.136 -1.045 1.181
O: -2.362 -2.149 1.601
C: -1.578 -2.641 0.643
O: -1.484 -2.342 -0.519
C: -0.798 -3.848 1.193
F: 0.531 -3.632 1.134
F: -1.186 -4.180 2.413
F: -1.043 -4.916 0.366
H: -3.045 1.052 1.175
H: -1.501 0.259 1.072
H: -2.288 0.357 2.665
H: -3.224 -1.090 0.072
H: -4.011 -1.365 1.670
C: -1.749 4.186 3.251
C: -1.301 4.230 4.684
O: 0.049 4.883 4.793
C: 0.036 6.175 4.886
O: -0.891 6.932 4.881
C: 1.489 6.649 5.140
F: 1.513 7.605 6.092
F: 2.252 5.600 5.508
F: 2.012 7.203 4.040
H: -1.922 5.220 2.967
H: -2.733 3.733 3.378
H: -1.079 3.573 2.709
H: -1.054 3.326 5.220
H: -1.942 4.884 5.279

These are the Löwdin partial charges, in e, on atoms 1 to 5: atom 1 (O): 0.084, atom 2 (N): -0.366, atom 3 (O): 0.081, atom 4 (C): -0.128, atom 5 (C): 0.002

Formula: C22H26ClN5O2
Source: the OMol25 dataset
Level of theory: ωB97M-V with the def2-TZVPD basis set

Calculated values
LUMO energy	0.072	eV
HOMO level	-7.828	eV
orbital gap	7.9	eV

Element x y z (Å)
O: 1.231 -4.465 -2.798
C: 0.654 -3.279 -2.622
N: -0.321 -3.076 -1.648
C: -1.072 -1.859 -1.646
H: -1.516 -1.738 -0.674
C: -0.188 -0.726 -2.236
C: -0.988 0.526 -2.335
O: -1.842 0.766 -3.058
N: -1.210 1.175 -0.964
C: -0.425 1.030 0.209
H: 0.766 1.102 0.221
C: -1.018 1.656 1.436
N: -1.041 3.290 0.969
C: -0.148 4.044 1.983
N: -0.008 3.536 3.147
C: 0.820 4.354 3.864
C: 0.982 5.803 3.519
N: 0.729 6.198 2.372
C: 0.066 5.433 1.762
H: -0.037 5.816 0.627
H: 1.412 6.308 4.346
H: 1.159 3.832 4.891
C: -1.066 3.557 -0.232
H: -1.608 4.459 -0.358
C: -2.069 2.349 -0.766
H: -2.124 2.792 -1.973
H: -2.962 2.389 -0.635
H: -0.203 3.773 -0.698
H: -1.926 1.503 1.439
H: -0.353 1.692 2.243
H: -0.466 -0.126 0.600
H: 0.537 -0.635 -1.448
C: 0.321 -1.017 -3.498
H: 0.751 -0.146 -4.051
C: 1.167 -2.252 -3.570
H: 2.276 -2.027 -2.890
H: 1.241 -2.635 -4.425
H: -0.331 -1.163 -4.257
H: -1.930 -1.971 -2.221
C: -0.656 -4.420 -0.979
H: -1.651 -3.877 -0.646
H: -0.676 -5.263 -1.732
C: 0.221 -4.703 0.026
C: 0.619 -3.395 0.715
C: 1.761 -2.871 0.487
C: 2.168 -1.421 1.130
C: 1.454 -0.971 2.103
C: 0.288 -1.572 2.513
C: -0.136 -2.946 2.052
H: -0.897 -3.560 2.229
H: -0.278 -1.382 3.484
Cl: 1.937 0.343 3.044
H: 3.036 -0.947 0.967
H: 2.436 -3.011 -0.434
H: 1.146 -4.958 -0.399
H: -0.030 -5.314 0.813

These are the Löwdin partial charges, in e, on atoms 1 to 5: atom 1 (O): -0.059, atom 2 (C): -0.357, atom 3 (N): -0.041, atom 4 (C): -0.080, atom 5 (H): 0.122

Formula: C18H48O6
Source: the OMol25 dataset
Level of theory: ωB97M-V with the def2-TZVPD basis set

Calculated values
LUMO energy	0.450	eV
HOMO level	-9.801	eV
SMILES string	CC(C)O.CC(C)O.CC(C)O.CC(C)O.CC(C)O.CC(C)O
orbital gap	10.3	eV

Element x y z (Å)
C: -1.800 -0.481 -3.810
C: -3.185 0.080 -3.558
C: -3.101 1.567 -3.013
O: -3.921 0.064 -4.801
H: -1.638 -1.384 -4.398
H: -1.311 -0.550 -2.838
H: -1.348 0.272 -4.456
H: -3.770 -0.398 -2.771
H: -3.970 1.864 -2.426
H: -2.888 2.309 -3.782
H: -2.314 1.613 -2.260
H: -4.105 -0.801 -5.173
C: 2.317 2.398 -4.397
C: 2.440 2.857 -5.841
C: 1.371 2.156 -6.753
O: 2.134 4.202 -5.969
H: 1.486 2.848 -3.855
H: 3.229 2.654 -3.858
H: 2.015 1.362 -4.241
H: 3.419 2.524 -6.184
H: 0.373 2.223 -6.322
H: 1.594 1.094 -6.864
H: 1.242 2.618 -7.732
H: 2.588 4.772 -5.344
C: 1.884 -2.080 0.582
C: 2.035 -0.616 0.083
C: 0.959 0.299 0.563
O: 3.309 -0.057 0.491
H: 1.890 -2.089 1.672
H: 2.687 -2.755 0.288
H: 0.985 -2.521 0.152
H: 2.087 -0.659 -1.005
H: 1.191 1.348 0.378
H: 0.832 0.169 1.638
H: 0.004 0.111 0.073
H: 3.340 0.833 0.133
C: -1.550 -6.420 6.685
C: -2.033 -5.113 6.063
C: -1.006 -4.002 6.085
O: -2.571 -5.264 4.789
H: -2.253 -7.252 6.632
H: -1.316 -6.375 7.749
H: -0.601 -6.566 6.169
H: -2.895 -4.755 6.627
H: -0.759 -3.844 7.135
H: -1.408 -3.052 5.734
H: -0.101 -4.146 5.495
H: -2.894 -4.390 4.558
C: 6.529 3.855 1.012
C: 5.000 3.970 1.281
C: 4.780 5.256 1.966
O: 4.372 3.835 0.082
H: 6.853 4.522 0.214
H: 6.803 2.844 0.710
H: 6.991 4.018 1.986
H: 4.726 3.137 1.929
H: 5.292 5.408 2.916
H: 3.719 5.474 2.096
H: 5.274 6.052 1.408
H: 4.561 4.568 -0.508
C: -5.175 -0.415 1.200
C: -4.984 -1.882 1.700
C: -4.304 -2.764 0.722
O: -4.271 -1.720 2.982
H: -4.215 0.044 0.962
H: -5.811 0.016 1.974
H: -5.763 -0.317 0.287
H: -5.966 -2.258 1.985
H: -3.488 -2.341 0.137
H: -4.981 -3.176 -0.027
H: -3.894 -3.632 1.239
H: -4.720 -1.162 3.622

These are the Löwdin partial charges, in e, on atoms 1 to 5: atom 1 (C): -0.065, atom 2 (C): -0.454, atom 3 (C): -0.043, atom 4 (O): -0.067, atom 5 (H): 0.077